# C55H75N7O4RbS

A molecular structure, C55H75N7O4RbS at a distorted geometry (ωB97M-V with the def2-TZVPD basis set, the OMol25 dataset).

Values from the calculation:
- net charge = -1
- LUMO (Eh) = 0.06187
- gap between HOMO and LUMO (eV) = 4.8296
- energy (eV) = -88366.54377
- energy relative to the best compared isomer or geometry (same formula, charge and spin) (kcal per mole) = 33.6

Cartesian coordinates (Å):
Rb 0.85443 1.24148 0.85218
C 3.57371 2.44459 3.22853
N 2.45916 1.52216 3.31377
C 1.47402 1.97550 4.27590
C 2.91685 0.17017 3.60284
C 1.96932 -0.93358 3.12816
N 1.82244 -1.08351 1.68684
C 3.07166 -1.49376 1.04329
C 3.13922 -1.25288 -0.44465
C 3.41353 -2.30844 -1.29202
C 3.60166 -2.12967 -2.65649
C 3.46877 -0.82723 -3.12992
C 3.24582 0.28303 -2.32956
C 3.13992 0.11006 -0.90305
O 3.10625 1.07606 -0.06384
C 3.23152 1.64837 -3.04166
C 4.62427 1.92025 -3.63914
C 2.19803 1.63549 -4.18116
C 2.88826 2.83877 -2.14059
C 3.90945 -3.26860 -3.62399
C 2.65993 -3.55976 -4.47174
C 5.07840 -2.89060 -4.55043
C 4.31057 -4.54618 -2.88433
C 0.73297 -2.04413 1.45056
C 0.39559 -2.45141 0.03432
C 0.50988 -3.78350 -0.30545
C 0.03054 -4.29921 -1.50838
C -0.54058 -3.37954 -2.38038
C -0.69260 -2.02554 -2.10423
C -0.27063 -1.51361 -0.83047
O -0.49879 -0.32317 -0.42311
C -1.39547 -1.18705 -3.18983
C -2.85011 -1.66801 -3.33605
C -1.44321 0.32488 -2.92483
C -0.65929 -1.37369 -4.52778
C 0.00551 -5.80819 -1.75121
C -0.83720 -6.47399 -0.64781
C -0.62194 -6.17267 -3.09887
C 1.41990 -6.40280 -1.72126
H 4.18546 2.45570 4.14896
H 3.20058 3.45714 3.06152
H 4.20387 2.17197 2.38102
H 1.89437 2.05531 5.29570
H 0.63368 1.27936 4.30599
H 1.09022 2.95400 3.98191
H 3.05717 0.02924 4.69062
H 3.89226 0.03823 3.13792
H 0.97472 -0.74354 3.54478
H 2.32585 -1.88081 3.58106
H 3.28372 -2.55820 1.25672
H 3.87531 -0.89668 1.47873
H 3.45887 -3.30332 -0.86075
H 3.56277 -0.67333 -4.20098
H 4.90476 1.14908 -4.35799
H 5.37223 1.92776 -2.84360
H 4.64378 2.89084 -4.14771
H 2.44461 0.90086 -4.94910
H 2.15026 2.61963 -4.65992
H 1.20957 1.39245 -3.78950
H 3.63587 2.96470 -1.36260
H 1.92729 2.68743 -1.65169
H 2.84132 3.74914 -2.75031
H 2.38050 -2.67795 -5.05225
H 1.81951 -3.80603 -3.81817
H 2.83522 -4.39110 -5.16482
H 4.80534 -2.09142 -5.24104
H 5.38719 -3.75612 -5.14548
H 5.93307 -2.55198 -3.96117
H 3.51130 -4.88769 -2.22838
H 5.20771 -4.37920 -2.28328
H 4.52160 -5.34055 -3.60566
H -0.17590 -1.60716 1.88605
H 0.95294 -2.97417 2.00998
H 0.97476 -4.45187 0.41705
H -0.91363 -3.74400 -3.33105
H -3.37042 -1.56678 -2.38092
H -2.89540 -2.71628 -3.63792
H -3.37808 -1.06936 -4.08709
H -2.06410 0.55264 -2.06162
H -1.85464 0.82875 -3.80871
H -0.44314 0.70702 -2.72698
H -0.69257 -2.40839 -4.87265
H 0.38853 -1.08596 -4.41337
H -1.11357 -0.74631 -5.30184
H -1.84128 -6.04522 -0.63238
H -0.38858 -6.31384 0.33318
H -0.91959 -7.55349 -0.81677
H -1.65965 -5.83777 -3.15868
H -0.60906 -7.25884 -3.22479
H -0.06239 -5.72967 -3.92584
H 1.95602 -6.09248 -0.82288
H 1.98426 -6.06693 -2.59244
H 1.38049 -7.49711 -1.73857
C -2.89967 -2.77492 6.43535
N -3.63659 -2.10660 5.39193
C -4.86110 -2.48889 4.87629
C -5.18479 -1.61577 3.91073
N -4.14518 -0.70093 3.80936
C -3.17837 -0.98588 4.74848
S -1.81171 -0.13553 5.14498
C -4.06586 0.27877 2.78176
C -5.17704 1.06192 2.49697
C -5.06386 1.97344 1.45638
C -3.86798 2.06366 0.76639
C -2.82139 1.22862 1.14044
N -2.92650 0.34638 2.12526
H -3.59135 -3.25018 7.12897
H -2.30153 -2.02770 6.95282
H -2.22482 -3.52604 6.02177
H -5.39840 -3.34622 5.24045
H -6.03230 -1.58633 3.25082
H -6.08328 0.97594 3.08158
H -5.90089 2.61095 1.20039
H -3.74385 2.76363 -0.04977
H -1.87440 1.22845 0.62235
O -2.94548 7.95742 4.69050
C -3.01256 6.74342 5.41964
C -2.57502 5.59288 4.55541
C -2.36714 4.33639 5.11308
C -1.95303 3.31047 4.27741
N -1.74529 3.45745 2.97699
C -1.96819 4.65497 2.42868
C -2.37905 5.74830 3.19570
C -1.78812 4.75369 0.96275
C -2.38013 5.76816 0.20953
C -2.22472 5.78202 -1.16907
C -2.89678 6.84275 -2.00045
O -4.31870 6.75946 -1.93450
C -1.49178 4.76113 -1.76017
C -0.94273 3.78980 -0.93433
N -1.07243 3.78625 0.38143
H -3.28896 8.66442 5.24001
H -4.03751 6.55644 5.76299
H -2.37173 6.79069 6.30725
H -2.51400 4.15790 6.17113
H -1.78619 2.31306 4.67368
H -2.52497 6.72309 2.75591
H -2.98917 6.52940 0.67863
H -2.55748 6.77401 -3.03889
H -2.64535 7.83516 -1.62489
H -4.56843 5.84475 -2.10301
H -1.34886 4.72034 -2.83240
H -0.38206 2.96154 -1.35312



# C56H112Br16O10

18 unconnected molecules or ions with the total composition C56H112Br16O10 at a distorted geometry (ωB97M-V with the def2-TZVPD basis set, the OMol25 dataset).

Values from the calculation:
- LUMO (Eh) = 0.00465
- gap between HOMO and LUMO (eV) = 9.4860
- energy (eV) = -1201040.32877
- energy relative to the best compared isomer or geometry (same formula, charge and spin) (kcal per mole) = 0.0

Cartesian coordinates (Å):
C 3.36615 29.00356 10.45564
C 3.62726 29.07422 11.96636
C 5.10629 29.59997 11.99913
O 5.24891 30.29150 10.79252
C 4.68855 29.43651 9.77747
H 2.58218 29.71680 10.22199
H 2.98855 28.04678 10.11532
H 3.63025 28.07224 12.43864
H 2.98731 29.76754 12.49281
H 5.72041 28.69885 12.03038
H 5.27253 30.30090 12.82657
H 5.38805 28.60937 9.58566
H 4.66139 30.02125 8.86748
C -0.46150 30.63102 15.50090
C -0.30470 31.05307 14.06444
C -0.99318 29.98478 13.22802
O -2.05018 29.53420 14.10310
C -1.80067 29.89543 15.44729
H -0.52193 31.50011 16.15496
H 0.35037 29.96798 15.81668
H 0.69863 31.30188 13.67151
H -0.85849 31.99259 13.93113
H -0.34080 29.12266 13.02083
H -1.43717 30.36101 12.30521
H -1.87965 29.00913 16.06728
H -2.62748 30.56354 15.71848
C -3.99829 25.81735 5.30419
C -2.76550 26.30563 4.57099
C -3.25580 26.42184 3.11525
O -4.21933 25.33997 2.95767
C -4.89409 25.10897 4.17380
H -4.58604 26.65464 5.68066
H -3.75135 25.11390 6.10473
H -2.11426 25.41712 4.55107
H -2.15031 27.12303 4.95357
H -2.45328 26.30055 2.38927
H -3.78795 27.37844 2.96460
H -5.01757 24.02524 4.20804
H -5.91281 25.48494 4.12583
C -4.45506 31.31785 11.80781
C -5.26307 30.05660 12.07321
C -5.80921 29.71500 10.69259
O -4.95773 30.31688 9.71567
C -4.02503 31.20050 10.33593
H -3.63266 31.44572 12.50604
H -5.07460 32.19962 11.92024
H -6.05682 30.17686 12.79999
H -4.58476 29.23619 12.31783
H -6.81804 30.10343 10.49794
H -5.86682 28.63427 10.53158
H -4.07473 32.16405 9.81778
H -3.00319 30.81526 10.25023
C -4.44861 29.73062 5.48533
C -5.22934 29.79513 4.16654
C -6.10287 31.01290 4.36297
O -5.69799 31.62278 5.61502
C -4.40741 31.20056 5.97990
H -3.47191 29.29753 5.33483
H -5.06559 29.24512 6.23601
H -5.79985 28.88922 3.99340
H -4.53172 29.86170 3.31594
H -7.15080 30.76003 4.51363
H -5.98521 31.75535 3.54407
H -4.27187 31.25396 7.06174
H -3.64452 31.79496 5.47150
C 1.75672 20.57847 13.22738
C 2.69560 20.55403 14.41043
C 2.07565 21.54631 15.43463
O 0.66108 21.25646 15.21823
C 0.41322 21.03231 13.85162
H 1.69373 19.59260 12.78007
H 2.07470 21.22527 12.41693
H 3.73731 20.80606 14.23857
H 2.69504 19.56646 14.87307
H 2.31251 22.59765 15.23995
H 2.27343 21.22916 16.46561
H 0.11843 21.98095 13.40940
H -0.38954 20.30483 13.76876
C -5.20547 24.96913 13.77101
C -6.12658 23.95911 12.96419
C -7.08352 24.90444 12.27853
O -6.32853 26.00189 11.91183
C -5.48535 26.28886 13.03988
H -4.13025 24.75079 13.74399
H -5.46764 25.03015 14.84795
H -6.62298 23.27202 13.65822
H -5.52339 23.45945 12.20272
H -7.90149 25.34493 12.88921
H -7.54402 24.53281 11.37001
H -6.04467 26.94653 13.70974
H -4.60328 26.77516 12.63251
C 0.09986 28.46843 7.49938
C -0.38486 29.75605 6.71203
C 0.91632 30.29170 6.12070
O 1.94811 29.67448 6.90691
C 1.59731 28.32712 7.10613
H -0.50599 27.58390 7.26333
H 0.05644 28.66642 8.57621
H -0.94381 30.48301 7.28984
H -1.04577 29.49591 5.90693
H 1.04934 31.36654 6.21698
H 1.07150 29.97697 5.07912
H 2.24575 27.93124 7.89945
H 1.70001 27.66368 6.23391
C 0.63497 31.81142 10.24495
C -0.61516 32.71238 10.17164
C -0.00086 34.10484 10.04466
O 1.21556 33.95535 9.37073
C 1.68052 32.60976 9.46768
H 0.53777 30.78940 9.89781
H 0.99625 31.74907 11.27523
H -1.21592 32.64219 11.08009
H -1.19541 32.50958 9.27528
H 0.18487 34.53512 11.04374
H -0.63926 34.80144 9.49446
H 2.68644 32.59981 9.90176
H 1.80642 32.25679 8.44452
C 1.05815 20.97740 9.12826
C 1.15533 19.53407 9.60419
C -0.25643 19.09207 9.88561
O -1.10210 20.22811 9.72552
C -0.23903 21.40531 9.79052
H 0.94940 20.99261 8.04162
H 1.89407 21.59285 9.48106
H 1.76215 19.55285 10.51432
H 1.61570 18.87588 8.86956
H -0.47954 18.76327 10.92002
H -0.74951 18.38239 9.23205
H -0.11918 21.67215 10.85514
H -0.80265 22.21404 9.33784
Br 0.92908 24.82344 13.17264
C 0.87513 26.41117 14.31437
C 0.63914 25.82544 15.72141
Br 0.65871 27.30279 16.97576
H -0.01373 26.97893 14.03965
H 1.80617 26.95750 14.24106
H 1.45478 25.18762 16.04134
H -0.34313 25.37975 15.79408
Br -8.92656 27.82820 10.90296
C -9.05824 27.28741 9.05035
C -7.66914 27.39772 8.49766
Br -7.79545 26.80728 6.61633
H -9.68590 28.01454 8.56022
H -9.42707 26.27068 9.01462
H -6.96387 26.67943 8.94043
H -7.31444 28.43011 8.51961
Br -2.52292 23.23911 16.65921
C -3.89602 22.43535 15.58191
C -3.78607 20.91540 15.71280
Br -5.26252 20.21000 14.59409
H -3.79175 22.81608 14.58004
H -4.85492 22.79390 15.96428
H -3.89963 20.57336 16.73230
H -2.88710 20.49858 15.25840
Br -1.83712 22.73417 6.54544
C -2.09177 20.98483 5.69699
C -2.01987 19.87321 6.66641
Br -2.44752 18.25711 5.69048
H -1.30278 20.89400 4.95600
H -3.06220 21.01793 5.22627
H -2.74312 19.95426 7.47374
H -1.03237 19.77292 7.10505
Br -9.71115 23.02046 9.50848
C -8.35225 23.25685 8.14846
C -7.42374 22.06369 8.14599
Br -6.01644 22.41505 6.81962
H -7.81835 24.15333 8.43682
H -8.83070 23.33832 7.17737
H -7.93694 21.16468 7.86248
H -6.89996 21.96685 9.08213
Br -2.99380 21.95702 11.73678
C -4.12318 21.28317 10.24255
C -4.38387 19.82695 10.60306
Br -5.58102 19.14715 9.24455
H -3.56555 21.35889 9.30998
H -5.00089 21.91101 10.25578
H -4.92927 19.69609 11.53223
H -3.48019 19.22616 10.58287
Br -4.66279 24.70407 9.23602
C -2.91001 25.57408 9.15306
C -2.33452 25.59944 10.54774
Br -0.66101 26.51342 10.33110
H -3.03854 26.57272 8.77553
H -2.31446 24.96702 8.48042
H -2.11451 24.62753 10.98700
H -2.94792 26.19378 11.20535
Br 3.10370 25.12819 5.82177
C 2.11089 23.92004 6.97991
C 1.75156 24.58949 8.27523
Br 3.29934 25.23092 9.30906
H 2.74559 23.06081 7.19154
H 1.29138 23.54757 6.40224
H 1.34576 23.84502 8.94972
H 1.01709 25.38018 8.22547



Question: Which value of energy relative to the best compared isomer or geometry (same formula, charge and spin) does entry 1 give?
Answer: 33.6 kcal per mole



Question: Which value of energy relative to the best compared isomer or geometry (same formula, charge and spin) does entry 1 give?
Answer: 33.6 kcal per mole



Question: The highest energy relative to the best compared isomer or geometry (same formula, charge and spin) belongs to which entry?
Answer: C55H75N7O4RbS



Question: What is the LUMO in the first record?
Answer: 0.06187 Eh